# 1
ORCA calculation (ωB97M-V with the def2-TZVPD basis set) on C31H24N2O5P2Ti as an isolated structure.

XYZ file:
```
65
Properties=species:S:1:pos:R:3:forces:R:3:nbo_charge:R:1
Ti 0.7441 0.1723 0.1595 0.0 0.4 0.0 1.75
O 2.4869 0.5924 6.0923 0.0 0.0 0.0 -0.63
C 2.0638 0.5038 4.8188 0.0 0.0 0.1 0.37
C 0.7063 0.4762 4.4840 0.0 0.0 -0.1 -0.29
C 0.3933 0.3808 3.1467 -0.2 0.0 0.1 0.14
N 1.3295 0.3250 2.2217 0.1 -0.1 0.0 -0.54
C 2.6167 0.3431 2.5238 0.2 0.0 0.0 0.15
C 3.0474 0.4299 3.8263 0.0 0.0 -0.1 -0.26
C 3.4560 0.2133 1.2624 -0.1 -0.1 0.1 0.78
O 4.6547 0.1450 1.2790 0.0 0.0 0.0 -0.55
O 2.6797 0.1545 0.1960 0.2 0.0 -0.1 -0.80
C -0.9851 0.2785 2.5150 0.1 0.0 0.0 0.78
O -2.0025 0.3092 3.1536 0.0 0.0 0.0 -0.55
O -0.8783 0.1330 1.2104 -0.2 0.0 -0.1 -0.79
H 1.7362 0.6462 6.6949 0.0 0.0 0.0 0.49
H -0.0831 0.5194 5.2235 0.0 0.0 0.0 0.25
H 4.1008 0.4391 4.0662 0.0 0.0 0.0 0.26
N 0.3089 -0.4737 -1.5777 0.0 -0.2 -0.1 -1.33
P 0.5445 2.5469 -0.3740 0.0 0.0 0.1 0.37
C -1.2789 2.6308 -0.4913 0.0 0.0 0.0 -0.34
C -2.0351 2.0330 -1.5007 0.0 0.0 0.0 -0.21
C -3.4196 2.0542 -1.4515 0.0 0.0 0.0 -0.20
C -4.0723 2.6646 -0.3878 0.0 0.0 0.0 -0.21
C -3.3332 3.2646 0.6191 0.0 0.0 0.0 -0.22
C -1.9468 3.2553 0.5616 0.0 0.0 0.0 -0.14
C 1.1389 2.6676 -2.0966 0.0 0.0 -0.1 -0.23
C 0.4474 3.3949 -3.0676 0.0 0.0 0.0 -0.25
C 0.9622 3.5277 -4.3489 0.0 0.0 0.0 -0.21
C 2.1754 2.9440 -4.6833 0.0 0.0 0.0 -0.22
C 2.8771 2.2307 -3.7215 0.0 0.0 0.0 -0.19
C 2.3676 2.0945 -2.4390 0.0 0.0 0.0 -0.26
P 0.2587 -2.1656 -1.8601 0.0 0.1 0.1 1.04
C -1.5022 -2.5898 -1.5961 0.0 -0.1 0.0 -0.36
C -1.8923 -3.8876 -1.9231 0.0 0.0 0.0 -0.20
C -3.2084 -4.2938 -1.7552 0.1 0.0 0.0 -0.21
C -4.1510 -3.3975 -1.2724 0.0 0.1 0.0 -0.23
C -3.7740 -2.0985 -0.9578 0.0 0.0 0.0 -0.14
C -2.4562 -1.6954 -1.1172 0.1 0.0 0.0 -0.23
C 0.9648 -2.6341 -0.2119 0.1 -0.2 0.0 -0.40
C 0.2251 -2.7275 0.9661 -0.1 -0.1 0.1 -0.18
C 0.8510 -3.0026 2.1797 0.0 0.0 0.0 -0.23
C 2.2221 -3.1973 2.2248 0.0 0.0 0.0 -0.21
C 2.9705 -3.1315 1.0523 0.0 0.0 0.1 -0.20
C 2.3463 -2.8573 -0.1508 0.0 0.1 0.0 -0.18
H 0.4210 0.0786 -2.4213 0.0 0.0 0.0 0.42
H -1.5408 1.5324 -2.3235 0.0 0.0 0.0 0.22
H -3.9901 1.5789 -2.2401 0.0 0.0 0.0 0.21
H -5.1540 2.6707 -0.3465 0.0 0.0 0.0 0.21
H -3.8344 3.7420 1.4513 0.0 0.0 0.0 0.21
H -1.3716 3.7314 1.3476 0.0 0.0 0.0 0.21
H -0.4972 3.8628 -2.8226 0.0 0.0 0.0 0.22
H 0.4100 4.0942 -5.0883 0.0 0.0 0.0 0.21
H 2.5726 3.0472 -5.6846 0.0 0.0 0.0 0.21
H 3.8269 1.7741 -3.9695 0.0 0.0 0.0 0.22
H 2.9272 1.5306 -1.7018 0.0 0.0 0.0 0.24
H -1.1592 -4.5857 -2.3141 0.0 0.0 0.0 0.21
H -3.4993 -5.3050 -2.0095 0.0 0.0 0.0 0.21
H -5.1792 -3.7110 -1.1437 0.0 0.0 0.0 0.21
H -4.5037 -1.3949 -0.5766 0.0 0.0 0.0 0.21
H -2.1727 -0.6845 -0.8580 0.0 0.0 0.0 0.24
H -0.8525 -2.6163 0.9378 0.0 0.1 0.0 0.24
H 0.2577 -3.0728 3.0834 0.0 0.0 0.0 0.22
H 2.7096 -3.4121 3.1675 0.0 0.0 0.0 0.22
H 4.0411 -3.2868 1.0799 0.0 0.0 0.0 0.23
H 2.9316 -2.7920 -1.0606 0.0 0.0 0.0 0.23
```
Positions in Å, forces in eV/Å.

Values from the calculation:
* energy: -3213.7898 Ha
* lowest unoccupied orbital energy (spin up / spin down): -0.029 / -0.029 hartree
* gap between HOMO and LUMO (spin up / spin down): 6.888 / 6.889 eV
* ΔE to the lowest compared entry with this formula, charge and spin: 0.0 kJ/mol

---

# 2
ORCA calculation (ωB97M-V with the def2-TZVPD basis set) on C31H25AlBrN3O6S3Si as an isolated structure at a distorted geometry.

XYZ file:
```
71
Properties=species:S:1:pos:R:3:forces:R:3:mulliken_charge:R:1
Al 1.3424 -0.6985 -1.1675 -1.5 -0.1 -0.6 0.13
Br -0.9374 -1.7095 0.0337 -0.5 -0.4 0.2 -0.06
C -1.3770 -2.9925 -1.3160 0.0 0.2 0.1 0.69
C -2.4448 -3.8202 -1.1242 0.1 0.2 0.2 -0.86
C -2.7680 -4.7559 -2.1250 0.0 -0.1 -0.1 -0.47
C -2.0255 -4.8216 -3.2692 -0.1 -0.1 0.0 -0.90
C -0.9193 -3.9621 -3.4757 0.0 0.2 0.2 0.88
C -0.1594 -4.0094 -4.6605 0.0 0.0 -0.1 -0.74
C 0.9026 -3.1608 -4.8162 -0.1 -0.1 -0.1 -1.16
C 1.2416 -2.2348 -3.8146 -0.1 0.0 0.3 0.70
C 0.5484 -2.1144 -2.6202 0.3 -0.1 0.3 -1.58
C -0.5542 -3.0119 -2.4698 0.2 0.0 -0.1 0.86
H -3.0336 -3.7566 -0.2186 0.0 0.0 0.0 0.41
H -3.6133 -5.4176 -1.9756 0.0 0.0 0.0 0.35
H -2.2763 -5.5410 -4.0424 0.0 0.0 0.0 0.32
H -0.4375 -4.7176 -5.4349 0.0 0.0 0.0 0.30
H 1.4899 -3.1969 -5.7282 0.0 0.0 0.0 0.36
H 2.0905 -1.5888 -3.9836 0.0 0.0 -0.1 0.52
O 4.7214 -1.0578 -0.7405 0.1 0.1 0.1 -0.62
S 3.6090 -1.4946 -1.5407 1.6 -0.5 -0.4 1.05
O 3.9802 -2.3684 -2.6313 -0.1 0.0 -0.1 -0.69
O 2.8354 -0.2621 -2.0824 0.2 -0.2 -0.1 -0.28
O 2.5108 -2.1288 -0.6863 0.2 0.3 0.1 -0.34
N -6.2129 3.6012 1.4112 0.1 0.0 0.1 -0.63
C -4.8657 3.6470 1.0099 0.1 0.0 -0.1 1.20
C -4.3573 4.7795 0.3749 0.0 0.0 0.1 -0.73
C -3.0196 4.8359 0.0199 0.0 0.0 -0.1 -0.56
C -2.1842 3.7686 0.2985 0.3 0.0 0.0 -0.51
C -2.6777 2.6344 0.9223 -0.1 0.1 0.0 -0.28
C -4.0149 2.5750 1.2723 0.0 0.0 0.0 -0.81
S -0.4356 3.8852 -0.0783 -0.1 -0.3 -0.2 1.25
O -0.3206 4.8529 -1.1524 -0.1 -0.1 -0.1 -0.72
O 0.2147 4.2379 1.1548 0.1 -0.3 0.1 -0.71
N -0.0222 2.3976 -0.5021 0.4 0.3 0.3 -0.10
C -0.4192 1.8547 -1.6413 -0.8 0.3 -0.3 0.22
S -1.6381 2.6186 -2.7139 0.3 -0.2 0.1 -0.17
C -1.6761 1.1827 -3.6795 -0.1 0.4 0.1 -0.46
C -0.8026 0.2853 -3.2060 0.0 -0.1 -0.1 -0.68
N -0.0901 0.6302 -2.0742 0.3 0.6 0.5 0.65
H -6.8267 4.1406 0.8227 -0.1 0.0 0.0 0.21
H -6.5525 2.6632 1.5512 -0.1 0.0 -0.1 0.24
H -5.0166 5.6144 0.1610 0.0 0.0 0.0 0.27
H -2.6078 5.6947 -0.4953 0.0 0.0 0.0 0.46
H -2.0134 1.8041 1.1152 0.0 -0.1 0.1 0.54
H -4.4078 1.6849 1.7530 0.0 0.0 0.0 0.28
H -2.2978 1.1148 -4.5564 0.1 -0.1 0.0 0.43
H -0.6156 -0.6737 -3.6578 -0.1 0.2 0.0 0.27
C -1.0333 0.0553 4.6870 0.0 0.0 0.0 -0.44
C -0.4964 1.2916 4.3531 0.0 0.0 0.0 -0.53
C 0.4233 1.3992 3.3164 0.1 0.1 0.0 -0.33
C 0.8470 0.2819 2.5912 -0.2 -0.1 -0.5 0.16
C 0.3127 -0.9550 2.9683 0.1 0.0 0.0 -0.15
C -0.6219 -1.0728 3.9881 0.0 0.0 0.1 -0.66
Si 2.0069 0.4628 1.0423 0.0 0.2 0.9 0.28
C 3.6674 -0.0557 1.8959 -0.1 -0.2 -0.5 -0.03
C 4.0063 -1.3810 2.1758 -0.1 0.0 0.1 0.09
C 5.2440 -1.7229 2.6981 0.0 -0.1 0.1 -0.62
C 6.1914 -0.7407 2.9532 0.0 0.1 0.0 -0.38
C 5.8792 0.5854 2.6870 0.0 -0.1 0.1 -0.57
C 4.6331 0.9132 2.1696 -0.1 0.1 0.0 -0.18
H -1.7655 -0.0313 5.4828 0.0 0.0 0.0 0.36
H -0.8062 2.1808 4.8927 0.0 0.0 0.0 0.38
H 0.8192 2.3740 3.0481 -0.1 0.0 0.0 0.22
H 0.6329 -1.8499 2.4434 0.0 0.0 0.0 0.50
H -1.0440 -2.0437 4.2264 0.0 0.0 0.0 0.36
H 2.2734 1.9260 1.1487 -0.1 0.1 -0.3 -0.52
H 3.2953 -2.1689 1.9498 0.0 0.0 -0.1 0.22
H 5.4857 -2.7637 2.8880 0.0 0.0 0.0 0.33
H 7.1687 -1.0096 3.3401 0.0 0.0 0.0 0.33
H 6.6127 1.3636 2.8728 0.0 0.0 0.0 0.34
H 4.4026 1.9532 1.9614 0.0 0.0 0.0 0.29
```
Positions in Å, forces in eV/Å.

Values from the calculation:
* energy: -6112.7566 Ha
* charge: -2
* lowest unoccupied orbital energy: 0.147 hartree
* gap between HOMO and LUMO: 6.519 eV
* ΔE to the lowest compared entry with this formula, charge and spin: 42.9 kJ/mol

---

# 3
ORCA calculation (ωB97M-V with the def2-TZVPD basis set) on C31H25AsClIMnN3O3S as an isolated structure.

XYZ file:
```
67
Properties=species:S:1:pos:R:3:forces:R:3:mulliken_spin:R:1
Mn -1.5823 -0.3249 0.6220 -0.6 0.6 0.0 3.97
Cl 0.4765 -6.6469 2.1682 0.0 0.0 0.0 0.00
C -0.2695 -5.2633 1.4320 0.0 0.0 0.0 0.01
C -1.0833 -5.4227 0.3482 0.0 0.0 0.0 -0.01
C -1.7141 -4.3195 -0.2644 0.0 0.0 0.0 0.03
I -2.9549 -4.6180 -1.8996 0.0 0.0 0.0 0.00
C -1.5333 -3.0406 0.2183 0.0 -0.1 0.1 -0.04
O -2.0827 -1.9559 -0.2647 -0.1 0.2 -0.1 0.00
C -0.6612 -2.8929 1.3360 0.0 0.0 0.0 0.04
N -0.4878 -1.6033 1.7473 0.2 -0.1 0.1 -0.05
C 0.2711 -1.3501 2.7917 0.0 0.0 0.0 0.05
C 0.9191 -2.3762 3.4935 0.0 0.0 0.0 -0.01
C 0.7807 -3.6738 3.0832 0.0 0.0 0.0 0.02
C -0.0287 -3.9728 1.9689 0.0 0.0 -0.1 -0.02
H -1.2547 -6.4148 -0.0458 0.0 0.0 0.0 0.00
H 0.3733 -0.3089 3.0668 0.0 0.0 0.0 -0.01
H 1.5317 -2.1240 4.3466 0.0 0.0 0.0 0.00
H 1.2823 -4.4779 3.6043 0.0 0.0 0.0 0.00
C -5.1406 1.9635 -0.2104 0.0 -0.1 0.0 -0.01
C -4.1133 1.0238 0.3331 0.0 0.1 -0.1 0.02
N -2.9546 0.8782 -0.2445 0.4 -0.6 0.2 -0.08
O -2.6385 1.7158 -1.3090 0.0 0.1 0.0 0.00
C -4.3853 0.2467 1.5045 0.0 -0.1 0.0 -0.02
C -5.7231 0.1574 2.1652 0.0 0.0 0.0 0.00
N -3.3343 -0.4286 1.9553 0.2 0.0 -0.2 0.08
O -3.4093 -1.1883 2.9429 0.0 0.0 0.1 0.06
H -4.6976 2.6712 -0.9021 0.0 0.0 0.0 0.00
H -5.6395 2.4888 0.6006 0.0 0.0 0.0 0.00
H -5.8992 1.3854 -0.7429 0.0 0.0 0.0 0.00
H -1.8542 2.1950 -0.9921 0.0 0.0 0.0 0.00
H -6.2056 1.1308 2.2506 0.0 0.0 0.0 0.00
H -5.5818 -0.2524 3.1633 0.0 0.0 0.0 0.00
H -6.4033 -0.5088 1.6280 0.0 0.0 0.0 0.00
S -0.7055 1.6167 1.5747 0.0 -0.1 0.3 -0.11
C 0.5802 2.6711 0.9492 0.0 0.1 -0.2 0.03
C 0.3325 4.0343 1.1419 0.0 0.0 0.0 -0.01
C 1.2611 4.9891 0.7691 0.0 0.0 0.0 0.00
C 2.4512 4.5997 0.1743 0.0 0.0 0.0 -0.01
C 2.7021 3.2518 -0.0280 0.0 -0.1 0.0 0.00
C 1.7902 2.2747 0.3650 -0.1 0.0 0.0 0.00
As 2.1044 0.3680 0.0680 0.0 0.2 0.2 0.00
C 0.9584 0.2245 -1.5019 -0.2 -0.2 0.0 0.04
C 0.6860 1.2883 -2.3633 0.0 0.0 0.0 -0.01
C -0.1510 1.1027 -3.4499 0.0 0.1 0.0 0.00
C -0.7412 -0.1349 -3.6819 0.0 0.0 0.0 0.00
C -0.4856 -1.1951 -2.8313 0.1 0.0 0.0 0.02
C 0.3714 -1.0140 -1.7480 0.0 0.0 -0.1 0.01
C 3.8451 0.4515 -0.8153 0.0 -0.1 -0.1 0.00
C 4.9753 0.7350 -0.0504 0.0 0.0 0.0 0.00
C 6.2377 0.7214 -0.6231 0.0 0.0 0.0 0.00
C 6.3880 0.4052 -1.9665 0.0 0.0 0.0 0.00
C 5.2709 0.1084 -2.7314 0.0 0.0 0.0 0.00
C 4.0047 0.1330 -2.1602 0.0 0.1 0.0 0.00
H -0.6010 4.3346 1.6003 0.0 0.0 0.0 0.00
H 1.0481 6.0367 0.9394 0.0 0.0 0.0 0.00
H 3.1790 5.3380 -0.1360 0.0 0.0 0.0 0.00
H 3.6269 2.9511 -0.5033 0.0 0.0 0.0 0.00
H 1.1315 2.2596 -2.1825 0.0 0.0 0.0 0.00
H -0.3583 1.9309 -4.1160 0.0 0.0 0.0 0.00
H -1.4104 -0.2626 -4.5227 0.0 0.0 0.0 0.00
H -0.9628 -2.1541 -2.9841 0.0 0.0 0.0 0.00
H 0.5977 -1.8541 -1.0979 0.0 0.0 0.0 -0.01
H 4.8727 0.9761 1.0026 0.0 0.0 0.0 0.00
H 7.1056 0.9545 -0.0194 0.0 0.0 0.0 0.00
H 7.3735 0.3904 -2.4135 0.0 0.0 0.0 0.00
H 5.3805 -0.1384 -3.7798 0.0 0.0 0.0 0.00
H 3.1391 -0.0861 -2.7732 0.0 0.0 0.0 0.00
```
Positions in Å, forces in eV/Å.

Values from the calculation:
* energy: -6129.1019 Ha
* multiplicity: 5
* lowest unoccupied orbital energy (spin up / spin down): -0.047 / -0.029 hartree
* gap between HOMO and LUMO (spin up / spin down): 6.553 / 7.029 eV
* <S²>: 6.102
* ΔE to the lowest compared entry with this formula, charge and spin: 50.9 kJ/mol